Entry 1:
Molecular formula: C3H8O
Method: DFT, ωB97M-V/def2-TZVPD

Geometry as XYZ:
```
12
Properties=species:S:1:pos:R:3:nbo_charge:R:1
C -0.968 -1.053 -0.084 -0.64
C -0.313 -0.098 0.851 -0.07
C 1.069 1.070 -0.582 -0.26
H -1.007 -2.023 0.437 0.21
H -2.038 -0.703 -0.295 0.22
H -0.347 -1.167 -0.993 0.21
H 0.608 -0.488 1.378 0.16
H -1.046 0.086 1.584 0.18
H 0.848 0.536 -1.547 0.16
H 1.322 2.130 -0.842 0.19
H 1.923 0.562 -0.145 0.16
O -0.050 1.150 0.238 -0.53
```

Calculated values
Total energy: -5287.286 eV
Total charge: 0
Orbital gap: 10.93 eV
HOMO level: -0.35935 hartree
SMILES: CCOC
Energy above the lowest of the compared OMol25 structures with the same formula, charge and spin: 83.42 kJ/mol


Entry 2:
Molecular formula: C33H45HfNO2P2Si
Method: DFT, ωB97M-V/def2-TZVPD

Geometry as XYZ:
```
85
Properties=species:S:1:pos:R:3:mulliken_charge:R:1
Hf -0.829 -0.258 -0.973 0.76
P 3.804 0.307 -2.850 1.58
P -2.834 1.223 -0.289 1.09
N -1.098 -0.698 -2.848 -0.66
H 4.023 0.823 -1.512 -0.19
C 3.470 -1.463 -2.796 -1.25
H 3.704 -1.891 -3.782 0.49
H 2.416 -1.660 -2.556 0.25
H 4.110 -1.945 -2.045 0.37
C 5.340 0.595 -3.736 -1.29
H 5.633 -0.321 -4.263 0.39
H 6.116 0.872 -3.011 0.43
H 5.198 1.414 -4.451 0.39
C 2.467 1.128 -3.736 -0.95
H 2.833 2.085 -4.134 0.50
H 1.614 1.303 -3.070 -0.07
H 2.133 0.500 -4.573 0.46
C -4.323 0.246 0.140 -1.41
H -5.165 0.597 -0.471 0.53
H -4.568 0.345 1.204 0.30
H -4.149 -0.817 -0.068 0.24
C -2.705 2.354 1.132 -0.87
H -3.669 2.428 1.652 0.43
H -2.405 3.346 0.768 0.51
H -1.951 2.000 1.844 -0.23
C -3.430 2.287 -1.641 -1.17
H -4.524 2.228 -1.704 0.42
H -2.997 1.951 -2.593 0.22
H -3.124 3.324 -1.455 0.38
C -1.116 -0.800 -4.169 0.32
C -1.191 -2.176 -6.197 -0.41
C -1.197 -2.080 -4.815 -0.45
C -1.032 0.366 -5.007 0.06
C -1.021 0.246 -6.390 -0.67
C -1.108 -1.019 -6.992 -0.41
H -1.251 -3.157 -6.669 0.34
H -1.257 -2.959 -4.171 0.39
H -0.969 1.339 -4.512 0.30
H -0.947 1.145 -7.003 0.34
H -1.108 -1.102 -8.080 0.35
C 2.391 0.643 -0.576 0.63
O 1.118 0.288 -0.880 -0.51
C 3.069 -0.344 0.330 -0.75
H 2.567 -0.398 1.307 -0.10
H 4.117 -0.067 0.515 0.39
H 3.041 -1.350 -0.106 0.18
C 2.510 2.108 -0.280 -1.39
H 1.883 2.384 0.583 0.26
H 2.185 2.697 -1.148 0.28
H 3.544 2.383 -0.034 0.31
O -1.140 -1.777 0.230 -0.79
Si -0.918 -1.243 1.782 0.15
C 0.490 -2.153 2.553 0.55
C 1.175 -3.140 1.821 -0.55
C 2.334 -3.720 2.342 -0.51
C 2.806 -3.349 3.605 -0.53
C 2.101 -2.405 4.361 -0.65
C 0.942 -1.819 3.844 -0.23
C -0.326 1.463 3.472 0.55
C -0.899 2.484 4.177 -0.31
C -0.110 3.647 4.406 -0.58
C 1.209 3.693 3.943 -0.63
C 1.752 2.598 3.258 -0.48
C 0.957 1.439 3.029 -0.16
C -2.499 -1.417 2.713 0.48
C -3.398 -2.459 2.438 -0.67
C -4.648 -2.476 3.062 -0.63
C -5.007 -1.466 3.959 -0.49
C -4.104 -0.436 4.250 -0.65
C -2.853 -0.424 3.637 0.37
H 0.804 -3.446 0.840 0.38
H 2.869 -4.467 1.752 0.40
H 3.718 -3.799 4.002 0.38
H 2.452 -2.117 5.352 0.40
H 0.391 -1.076 4.425 0.39
H -1.922 2.446 4.553 0.33
H -0.540 4.495 4.943 0.37
H 1.821 4.583 4.114 0.35
H 2.788 2.618 2.909 0.42
H 1.379 0.570 2.526 -0.21
H -3.118 -3.244 1.731 0.38
H -5.344 -3.288 2.842 0.37
H -5.988 -1.484 4.439 0.38
H -4.369 0.354 4.956 0.41
H -2.122 0.362 3.843 -0.12
```

Calculated values
Total energy: -68294.725 eV
Total charge: 0
Orbital gap (alpha / beta): 3.97 / 3.50 eV
HOMO level (alpha / beta): -0.17924 / -0.16512 hartree
Energy above the lowest of the compared OMol25 structures with the same formula, charge and spin: 384.87 kJ/mol


Entry 3:
Molecular formula: C6H21NO5
Method: DFT, ωB97M-V/def2-TZVPD

Geometry as XYZ:
```
33
Properties=species:S:1:pos:R:3:nbo_charge:R:1
C 0.541 0.880 -2.847 -0.06
O 1.149 -0.386 -3.076 -0.74
C 0.548 1.353 -1.487 -0.47
C 1.809 1.109 -0.563 -0.39
C 1.378 0.505 0.698 -0.09
C 0.978 1.122 1.843 -0.02
N 0.874 0.191 2.944 -0.86
C 1.472 -1.021 0.544 -0.64
H 0.954 1.535 -3.729 0.14
H -0.555 0.663 -3.111 0.18
H 1.974 -0.419 -2.484 0.47
H -0.362 0.702 -1.205 0.21
H 0.255 2.368 -1.307 0.24
H 2.393 2.160 -0.554 0.20
H 2.589 0.420 -1.064 0.17
H 1.078 2.143 2.153 0.21
H 0.530 -0.721 2.689 0.37
H 0.320 0.537 3.824 0.36
H 1.309 -1.392 -0.499 0.22
H 2.502 -1.195 0.833 0.21
H 0.749 -1.469 1.247 0.22
H -2.224 -2.931 0.244 0.45
H -2.190 -1.939 1.341 0.50
O -1.665 -2.283 0.593 -1.05
H -3.980 -0.234 1.337 0.36
H -3.243 0.587 2.400 0.37
O -3.083 -0.130 1.715 -1.46
H -1.526 1.256 1.527 0.47
H -1.738 1.629 0.102 0.45
O -1.723 2.128 1.008 -1.00
H -0.783 -2.362 -1.107 0.48
H 0.023 -2.049 -2.214 0.47
O -0.355 -2.757 -1.794 -0.95
```

Calculated values
Total energy: -18286.732 eV
Total charge: -1
Orbital gap (alpha / beta): 2.66 / 7.94 eV
HOMO level (alpha / beta): 0.01116 / -0.18413 hartree
2S+1: 2
Energy above the lowest of the compared OMol25 structures with the same formula, charge and spin: 244.95 kJ/mol


Entry 4:
Molecular formula: C33H41CaF6N4O6PTe
Method: DFT, ωB97M-V/def2-TZVPD

Geometry as XYZ:
```
93
Properties=species:S:1:pos:R:3:nbo_charge:R:1
Ca -0.093 -0.360 0.770 1.76
N -3.400 -2.376 -0.428 -0.59
C -2.646 -1.969 -1.534 0.39
C -3.023 -2.472 -2.787 -0.29
C -2.256 -2.167 -3.888 -0.14
C -1.138 -1.354 -3.729 -0.28
C -0.858 -0.896 -2.462 0.07
N -1.582 -1.194 -1.374 -0.53
C -3.595 -1.787 0.828 0.39
C -4.627 -2.312 1.617 -0.29
C -4.873 -1.747 2.848 -0.14
C -4.099 -0.670 3.266 -0.29
C -3.096 -0.231 2.430 0.06
N -2.828 -0.786 1.234 -0.53
H -4.114 -3.043 -0.663 0.39
H -3.907 -3.091 -2.876 0.21
H -2.527 -2.553 -4.862 0.22
H -0.499 -1.082 -4.558 0.24
H 0.002 -0.263 -2.292 0.21
H -5.218 -3.144 1.254 0.21
H -5.664 -2.137 3.475 0.22
H -4.258 -0.190 4.221 0.23
H -2.442 0.580 2.725 0.25
C 2.711 6.492 -2.715 -0.62
C 1.367 6.516 -2.007 -0.03
C 1.383 7.496 -0.844 -0.40
C -0.005 7.609 -0.238 -0.42
C -0.534 6.244 0.118 -0.02
C -1.487 6.099 1.101 -0.23
C -1.939 4.838 1.469 0.40
F -2.858 4.755 2.446 -0.32
C -1.463 3.704 0.883 -0.23
C -0.509 3.831 -0.132 -0.06
C 0.032 2.611 -0.719 0.55
O -0.435 1.493 -0.442 -0.76
C 1.103 2.804 -1.632 -0.32
C 1.476 4.056 -2.010 0.14
N 0.958 5.183 -1.500 -0.33
C -0.031 5.091 -0.515 0.15
C 1.791 1.630 -2.224 0.78
O 1.902 1.435 -3.407 -0.57
O 2.294 0.717 -1.367 -0.29
H 2.987 7.518 -2.952 0.23
H 2.690 5.941 -3.655 0.22
H 3.487 6.072 -2.071 0.22
H 0.597 6.836 -2.718 0.20
H 1.725 8.465 -1.206 0.22
H 2.100 7.147 -0.095 0.22
H -0.677 8.091 -0.954 0.22
H 0.009 8.237 0.654 0.23
H -1.875 6.967 1.621 0.23
H -1.763 2.718 1.208 0.27
H 2.246 4.166 -2.758 0.23
F 1.096 2.624 4.192 -0.63
Te 1.313 1.145 3.055 3.39
F 1.168 0.311 4.734 -0.63
F 1.395 -0.814 2.671 -0.69
F 1.655 2.618 1.901 -0.64
F 3.134 1.104 3.325 -0.58
O -0.400 0.990 2.504 -1.26
C 3.410 -2.630 0.774 -0.62
C 2.375 -3.730 1.032 -0.51
C 2.936 -5.094 0.626 -0.61
P 0.726 -3.225 0.346 0.76
C -0.505 -4.169 1.387 -0.51
C -0.742 -3.413 2.692 -0.59
C -0.189 -5.621 1.757 -0.61
C 0.554 -3.859 -1.395 -0.51
C 1.676 -3.258 -2.249 -0.62
C 0.394 -5.353 -1.670 -0.61
H 4.335 -2.864 1.307 0.21
H 3.057 -1.656 1.109 0.26
H 3.651 -2.558 -0.289 0.20
H 2.179 -3.734 2.111 0.23
H 3.242 -5.089 -0.421 0.20
H 2.233 -5.911 0.771 0.21
H 3.828 -5.308 1.221 0.22
H -1.424 -4.145 0.787 0.22
H 0.153 -3.415 3.317 0.22
H -1.545 -3.888 3.262 0.21
H -1.020 -2.382 2.546 0.20
H 0.669 -5.662 2.429 0.21
H 0.023 -6.254 0.900 0.21
H -1.037 -6.055 2.294 0.21
H -0.377 -3.379 -1.712 0.22
H 2.626 -3.762 -2.062 0.21
H 1.816 -2.194 -2.048 0.23
H 1.442 -3.374 -3.310 0.21
H 1.244 -5.934 -1.315 0.21
H 0.313 -5.510 -2.749 0.21
H -0.512 -5.752 -1.216 0.21
O 2.509 1.310 -0.046 -0.02
O 2.057 0.370 0.875 -0.65
```

Calculated values
Total energy: -104458.970 eV
Total charge: 0
Orbital gap: 8.37 eV
HOMO level: -0.30731 hartree
Energy above the lowest of the compared OMol25 structures with the same formula, charge and spin: 0.00 kJ/mol


Entry 5:
Molecular formula: C6H5MoN2O6
Method: DFT, ωB97M-V/def2-TZVPD

Geometry as XYZ:
```
20
Properties=species:S:1:pos:R:3:nbo_charge:R:1
O -0.210 4.928 1.029 -0.40
C -0.304 3.960 0.424 0.45
Mo 0.044 -0.610 -1.579 0.91
C 0.650 -1.943 -0.261 0.50
O 1.059 -2.905 0.299 -0.14
C 0.043 -3.426 -3.816 0.42
O -0.210 -3.932 -4.811 -0.34
C 1.410 0.570 -2.329 0.53
O 2.251 1.222 -2.825 -0.09
C -1.843 -0.114 -1.443 0.48
O -2.941 0.285 -1.305 -0.12
H 0.196 0.608 -0.857 0.16
N 0.907 0.020 2.860 -0.64
C 0.183 0.366 1.787 0.73
N -1.140 0.043 1.808 -0.77
O 0.794 1.025 0.889 -0.47
H 0.586 -0.432 3.712 0.46
H 1.890 0.201 2.760 0.45
H -1.703 0.404 1.037 0.41
H -1.661 -0.270 2.620 0.47
```

Calculated values
Total energy: -23381.382 eV
Total charge: +3
Orbital gap (alpha / beta): 3.74 / 4.63 eV
HOMO level (alpha / beta): -0.78940 / -0.79955 hartree
2S+1: 3
Energy above the lowest of the compared OMol25 structures with the same formula, charge and spin: 463.49 kJ/mol


Entry 6:
Molecular formula: CH4FN4O14V
Method: DFT, ωB97M-V/def2-TZVPD

Geometry as XYZ:
```
25
Properties=species:S:1:pos:R:3:nbo_charge:R:1
O -1.366 -0.840 1.082 -0.48
V 0.084 -0.188 1.117 1.56
N 2.921 1.672 0.823 0.74
O 3.833 1.277 1.582 -0.54
O 3.118 2.539 -0.015 -0.46
O 1.760 1.163 0.970 -0.57
N -0.783 2.250 -1.193 0.73
O -1.879 2.793 -1.481 -0.57
O 0.279 2.715 -1.600 -0.47
O -0.818 1.194 -0.486 -0.56
N -0.950 1.047 4.045 0.74
O -0.376 0.341 4.885 -0.50
O -0.603 0.975 2.821 -0.53
O -1.844 1.849 4.358 -0.54
N 1.813 -1.109 -1.463 0.72
O 1.973 -0.013 -1.983 -0.43
O 2.532 -2.081 -1.767 -0.53
O 0.858 -1.300 -0.623 -0.58
F 0.661 -1.661 2.461 -0.72
C -2.261 -2.092 -2.206 -0.25
O -1.027 -2.278 -2.906 -0.77
H -3.022 -1.917 -2.968 0.14
H -2.487 -3.001 -1.634 0.14
H -2.108 -1.246 -1.535 0.23
H -0.309 -2.090 -2.284 0.50
```

Calculated values
Total energy: -64119.456 eV
Total charge: -3
Orbital gap (alpha / beta): 7.61 / 7.63 eV
HOMO level (alpha / beta): -0.00454 / -0.00502 hartree
2S+1: 2
Energy above the lowest of the compared OMol25 structures with the same formula, charge and spin: 0.00 kJ/mol